Model i:
Formula: C3H5I
Source: the OMol25 dataset
Level of theory: ωB97M-V/def2-TZVPD

The geometry in XYZ format:
```
9
Properties=species:S:1:pos:R:3:lowdin_charge:R:1
C -1.196 -1.706 -0.951 -0.05
C -0.417 -1.123 -1.609 -0.75
C 0.415 0.964 1.112 -0.05
I 0.708 -0.043 -2.988 0.79
H 0.915 1.496 0.235 0.03
H -1.484 -2.125 -0.029 0.02
H 0.335 -0.107 0.916 0.00
H 1.186 1.259 1.818 0.01
H -0.462 1.384 1.495 -0.01
```

## Properties
HOMO-LUMO gap, eV: 9.93
M, Da: 167.98



Model ii:
Formula: C3H5I
Source: the OMol25 dataset
Level of theory: ωB97M-V/def2-TZVPD

The geometry in XYZ format:
```
9
Properties=species:S:1:pos:R:3:lowdin_charge:R:1
C 1.042 -1.798 0.418 -0.04
C -0.086 -2.194 0.447 -0.87
C -0.192 1.613 -0.398 -0.05
I -2.030 -2.254 0.701 0.89
H -0.126 0.483 -0.441 0.00
H 2.102 -1.780 0.352 0.03
H 0.618 2.072 0.121 0.00
H -0.326 2.005 -1.442 0.04
H -1.003 1.853 0.243 -0.01
```

## Properties
HOMO-LUMO gap, eV: 10.03
M, Da: 167.98



Model iii:
Formula: C3H5I
Source: the OMol25 dataset
Level of theory: ωB97M-V/def2-TZVPD

The geometry in XYZ format:
```
9
Properties=species:S:1:pos:R:3:lowdin_charge:R:1
C -0.522 0.399 -0.371 -0.41
C 0.353 0.170 0.802 0.00
C 0.371 -0.471 -1.213 -0.60
I 2.095 0.175 -2.266 0.69
H -1.429 -0.016 -0.244 0.05
H -0.713 1.388 -0.907 0.14
H 1.049 0.945 0.986 0.04
H 0.280 -0.630 1.522 0.06
H 0.632 -1.558 -1.019 0.03
```

## Properties
HOMO-LUMO gap, eV: 8.31
M, Da: 167.98



The winner here is model ii, beating the second structure by 0.0126 hartree.



Model i:
Formula: C3H2O3
Source: the OMol25 dataset
Level of theory: ωB97M-V/def2-TZVPD

The geometry in XYZ format:
```
8
Properties=species:S:1:pos:R:3:lowdin_charge:R:1
C -0.881 -0.775 -0.596 -0.09
C 0.473 -0.150 -0.393 -0.42
C 0.931 0.468 0.793 -0.10
H -0.748 -1.756 -1.445 0.20
H 2.080 0.625 1.097 0.18
O -1.992 -0.201 -0.227 0.02
O 1.170 -0.410 -1.293 0.17
O 0.263 1.095 1.710 0.04
```

## Properties
HOMO-LUMO gap, eV: 8.30
M, Da: 86.05



Model ii:
Formula: C3H2O3
Source: the OMol25 dataset
Level of theory: ωB97M-V/def2-TZVPD

The geometry in XYZ format:
```
8
Properties=species:S:1:pos:R:3:lowdin_charge:R:1
O -1.898 -0.118 0.991 0.10
C -0.897 0.520 0.798 -0.16
C -0.095 0.334 -0.493 -0.30
O -0.282 1.005 -1.478 0.14
C 0.973 -0.756 -0.463 -0.15
O 1.239 -1.327 0.564 0.10
H -0.523 1.283 1.509 0.14
H 1.484 -0.941 -1.427 0.14
```

## Properties
HOMO-LUMO gap, eV: 8.85
M, Da: 86.05



Model iii:
Formula: C3H2O3
Source: the OMol25 dataset
Level of theory: ωB97M-V/def2-TZVPD

The geometry in XYZ format:
```
8
Properties=species:S:1:pos:R:3:lowdin_charge:R:1
C -1.212 0.180 -0.140 -0.15
C 0.253 0.029 0.307 -0.29
C 1.896 -0.407 -0.566 -0.02
O -1.883 -0.732 -0.536 0.11
O 1.306 0.760 -0.388 0.03
O 0.930 -1.154 0.041 0.02
H -1.628 1.224 -0.091 0.14
H 0.337 0.099 1.374 0.16
```

## Properties
HOMO-LUMO gap, eV: 10.16
M, Da: 86.05



The winner here is model ii, beating the second structure by 0.0727 hartree.



Model i:
Formula: C3H2O3
Source: the OMol25 dataset
Level of theory: ωB97M-V/def2-TZVPD

The geometry in XYZ format:
```
8
Properties=species:S:1:pos:R:3:lowdin_charge:R:1
C -2.376 -1.162 -0.248 -0.47
C 1.506 0.772 0.450 -0.15
C 1.055 0.834 -0.992 0.01
O -2.585 -1.825 -1.112 0.26
O -2.108 -0.427 0.596 0.20
O 0.960 -0.276 -0.397 -0.03
H 2.670 0.880 0.566 0.13
H 0.877 1.203 1.137 0.05
```

## Properties
HOMO-LUMO gap, eV: 10.42
M, Da: 86.05



Model ii:
Formula: C3H2O3
Source: the OMol25 dataset
Level of theory: ωB97M-V/def2-TZVPD

The geometry in XYZ format:
```
8
Properties=species:S:1:pos:R:3:lowdin_charge:R:1
C -0.125 -1.246 0.287 -0.47
C 0.631 0.042 0.049 -0.03
C -0.340 1.241 -0.231 -0.18
O -0.783 -1.996 0.932 0.17
O 0.403 -1.086 -0.873 0.13
O -0.344 2.311 0.322 0.08
H 1.603 -0.111 0.513 0.15
H -1.044 0.845 -0.999 0.14
```

## Properties
HOMO-LUMO gap, eV: 10.76
M, Da: 86.05



Model iii:
Formula: C3H2O3
Source: the OMol25 dataset
Level of theory: ωB97M-V/def2-TZVPD

The geometry in XYZ format:
```
8
Properties=species:S:1:pos:R:3:lowdin_charge:R:1
O -1.549 -0.410 1.239 0.10
C -0.929 0.526 0.808 -0.16
C -0.006 0.377 -0.399 -0.29
O -0.022 1.191 -1.291 0.13
C 0.935 -0.826 -0.461 -0.16
O 1.215 -1.470 0.516 0.11
H -1.036 1.560 1.191 0.14
H 1.379 -0.994 -1.461 0.13
```

## Properties
HOMO-LUMO gap, eV: 8.73
M, Da: 86.05



The winner here is model iii, beating the second structure by 0.0245 hartree.



Model i:
Formula: C3H2O3
Source: the OMol25 dataset
Level of theory: ωB97M-V/def2-TZVPD

The geometry in XYZ format:
```
8
Properties=species:S:1:pos:R:3:lowdin_charge:R:1
O 1.987 -0.166 -0.466 0.10
C 0.923 -0.707 -0.608 -0.16
C -0.373 0.058 -0.344 -0.29
O -1.221 0.168 -1.197 0.13
C -0.568 0.697 1.031 -0.16
O 0.115 0.400 1.976 0.10
H 0.818 -1.738 -0.991 0.14
H -1.427 1.393 1.085 0.14
```

## Properties
HOMO-LUMO gap, eV: 8.81
M, Da: 86.05



Model ii:
Formula: C3H2O3
Source: the OMol25 dataset
Level of theory: ωB97M-V/def2-TZVPD

The geometry in XYZ format:
```
8
Properties=species:S:1:pos:R:3:lowdin_charge:R:1
O 2.710 -0.147 0.042 0.27
C 1.628 -0.555 0.053 -0.31
O 0.634 -1.218 0.097 0.12
C -1.035 -0.496 0.375 0.13
C -0.807 0.819 -0.035 -0.39
O 0.256 1.409 -0.235 -0.02
H -1.618 -1.166 -0.255 0.07
H -1.797 1.337 -0.039 0.13
```

## Properties
HOMO-LUMO gap, eV: 9.48
M, Da: 86.05



Model iii:
Formula: C3H2O3
Source: the OMol25 dataset
Level of theory: ωB97M-V/def2-TZVPD

The geometry in XYZ format:
```
8
Properties=species:S:1:pos:R:3:lowdin_charge:R:1
O -2.029 -0.475 -1.322 0.17
C -1.049 -0.369 -0.655 -0.53
O -1.011 -0.087 0.680 0.10
C 0.290 0.275 0.969 -0.06
C 1.034 0.071 -0.111 -0.06
O 0.233 -0.443 -1.108 0.11
H 0.478 0.718 1.933 0.13
H 2.043 0.326 -0.389 0.13
```

## Properties
HOMO-LUMO gap, eV: 10.56
M, Da: 86.05



The winner here is model iii, beating the second structure by 0.0405 hartree.



Model i:
Formula: BrH4N2OP
Source: the OMol25 dataset
Level of theory: ωB97M-V/def2-TZVPD

The geometry in XYZ format:
```
9
Properties=species:S:1:pos:R:3:lowdin_charge:R:1
N 0.570 0.347 -0.858 -0.20
N -1.785 0.320 0.726 -0.04
O 3.076 0.379 0.241 -0.39
P 1.919 -0.239 -0.402 0.29
Br 2.542 -2.336 -0.965 0.31
H -0.267 -0.142 -1.066 -0.02
H -2.685 0.016 0.307 0.01
H -1.247 1.048 0.278 -0.03
H -2.123 0.608 1.739 0.07
```

## Properties
HOMO-LUMO gap, eV: 9.28
M, Da: 158.92



Model ii:
Formula: BrH4N2OP
Source: the OMol25 dataset
Level of theory: ωB97M-V/def2-TZVPD

The geometry in XYZ format:
```
9
Properties=species:S:1:pos:R:3:lowdin_charge:R:1
N -1.653 0.350 0.708 -0.21
N 0.334 1.202 -0.770 -0.15
O 0.981 -2.144 -0.360 -0.39
P -0.139 0.228 0.470 0.35
Br 1.350 0.621 2.034 0.38
H -2.085 -0.094 1.497 -0.01
H 1.262 1.033 -1.139 0.06
H -0.375 1.313 -1.483 0.06
H 0.325 -2.509 -0.956 -0.10
```

## Properties
HOMO-LUMO gap (alpha / beta), eV: 7.37 / 7.37
M, Da: 158.92



Model iii:
Formula: BrH4N2OP
Source: the OMol25 dataset
Level of theory: ωB97M-V/def2-TZVPD

The geometry in XYZ format:
```
9
Properties=species:S:1:pos:R:3:lowdin_charge:R:1
N 2.094 -0.483 0.598 -0.17
N 0.183 1.079 -0.249 -0.08
O -0.206 -1.510 -0.124 -0.35
P 0.705 -0.384 0.008 0.42
Br -3.102 0.072 -0.128 0.43
H 2.311 -1.447 0.832 0.00
H -0.680 1.356 -0.682 0.02
H 0.664 1.819 0.345 0.12
H -1.970 -0.501 -0.599 -0.38
```

## Properties
HOMO-LUMO gap, eV: 10.66
M, Da: 158.92



The winner here is model iii, beating the second structure by 0.0218 hartree.



Model i:
Formula: C4H19N2O6
Source: the OMol25 dataset
Level of theory: ωB97M-V/def2-TZVPD

The geometry in XYZ format:
```
31
Properties=species:S:1:pos:R:3:lowdin_charge:R:1
C -1.374 -0.926 0.766 -0.15
O -2.009 0.159 1.427 -0.06
C -0.448 -0.376 -0.408 -0.23
C 0.783 -1.233 -0.693 -0.09
C 0.531 -2.295 -1.697 -0.55
N 1.505 -3.250 -1.794 0.16
O -0.451 -2.280 -2.408 0.08
N -0.156 1.048 -0.057 0.18
H -0.701 -1.444 1.442 0.12
H -2.155 -1.633 0.516 0.14
H -2.737 0.541 0.900 0.09
H -1.086 -0.378 -1.352 0.17
H 1.780 -0.748 -0.893 0.16
H 0.970 -1.726 0.267 0.11
H 1.262 -4.085 -2.333 0.13
H 2.169 -3.372 -1.038 0.11
H 0.384 1.710 -0.641 0.17
H 0.338 1.033 0.847 0.12
H -1.012 1.541 0.192 0.12
H 3.278 -1.772 3.116 0.07
H 3.941 -1.975 1.827 0.07
O 3.309 -1.367 2.242 -0.04
H -1.015 4.643 -0.706 0.06
H -1.696 3.317 -1.188 0.01
O -0.854 3.731 -0.967 -0.05
H -3.756 3.458 -0.375 0.08
H -4.255 2.328 -1.312 0.07
O -3.680 2.477 -0.539 -0.07
H 2.294 1.584 2.041 0.08
H 2.698 0.271 1.561 0.02
O 2.145 1.018 1.257 -0.06
```

## Properties
HOMO-LUMO gap, eV: 10.46
M, Da: 191.20
Net charge: +1



Model ii:
Formula: C4H19N2O6
Source: the OMol25 dataset
Level of theory: ωB97M-V/def2-TZVPD

The geometry in XYZ format:
```
31
Properties=species:S:1:pos:R:3:lowdin_charge:R:1
N 1.233 -0.695 -2.421 0.22
C 0.518 -0.707 -1.100 -0.16
C -0.286 0.638 -1.037 -0.36
C -1.373 0.788 -2.081 -0.01
O 0.670 1.664 -1.401 -0.04
C 1.523 -0.889 -0.005 -0.47
N 1.221 -1.113 1.277 0.21
O 2.699 -0.950 -0.391 0.04
H 2.208 -0.953 -2.169 0.15
H 1.241 0.311 -2.647 0.15
H 0.954 -1.419 -3.090 0.19
H -0.277 -1.512 -1.134 0.16
H -0.560 0.729 0.023 0.12
H -1.825 1.783 -2.042 0.10
H -2.116 0.016 -1.902 0.08
H -0.954 0.622 -3.094 0.10
H 1.306 1.764 -0.679 0.11
H 0.330 -0.806 1.637 0.08
H 1.891 -1.334 1.987 0.11
H -1.872 -1.929 1.073 0.00
H -2.780 -2.567 -0.055 0.06
O -2.039 -1.974 0.118 -0.05
H -1.710 -1.643 3.153 0.07
H -2.393 -0.432 2.365 0.07
O -1.565 -0.839 2.651 -0.04
H 3.421 0.622 2.111 0.06
H 2.330 1.463 2.954 0.05
O 2.587 0.608 2.612 -0.05
H -1.663 2.938 1.834 0.05
H -1.326 3.299 0.444 0.06
O -1.392 2.518 1.008 -0.05
```

## Properties
HOMO-LUMO gap, eV: 10.84
M, Da: 191.20
Net charge: +1



The winner here is model i, beating the second structure by 0.0056 hartree.